[1]
Formula: C5H7F
Source: the OMol25 dataset
Level of theory: ωB97M-V/def2-TZVPD

Summary:
E_tot: -8014.538 eV
Energy relative to the best compared isomer or geometry (same formula, charge and spin): 15.52 kcal per mole
HOMO energy: -0.3504 hartree
Net charge: 0
SMILES string: C=C(F)C1CC1

The geometry in XYZ format:
```
13
Properties=species:S:1:pos:R:3:nbo_charge:R:1
C -1.37 1.24 0.18 -0.509
C -0.84 0.06 -0.10 0.422
F -1.60 -1.06 -0.03 -0.340
C 0.55 -0.26 -0.49 -0.313
C 1.56 -0.62 0.56 -0.399
C 1.68 0.68 -0.18 -0.408
H -2.42 1.29 0.48 0.220
H -0.78 2.14 0.10 0.215
H 0.60 -0.83 -1.44 0.232
H 1.22 -0.57 1.60 0.223
H 2.28 -1.41 0.33 0.220
H 2.44 0.78 -0.94 0.220
H 1.46 1.58 0.35 0.217
```


[2]
Formula: C45H52IN3OP2PtSi2Te
Source: the OMol25 dataset
Level of theory: ωB97M-V/def2-TZVPD

Summary:
E_tot: -107001.886 eV
HOMO energy: -0.2549 hartree
Net charge: 0

The geometry in XYZ format:
```
108
Properties=species:S:1:pos:R:3:mulliken_charge:R:1
Pt 0.04 0.88 0.25 1.671
Te 3.28 -1.62 -1.13 0.358
C 4.19 -3.38 -0.40 0.275
C 3.59 -4.62 -0.56 -0.147
C 4.23 -5.73 -0.04 -0.425
N 5.39 -5.69 0.61 -0.649
C 5.96 -4.50 0.74 -0.386
C 5.41 -3.32 0.26 -0.434
C 1.33 -2.17 -0.55 -0.434
P 0.19 -1.59 -1.73 -0.272
C -1.45 -2.19 -1.26 0.551
C -1.63 -3.55 -1.04 -0.268
C -2.86 -4.03 -0.63 -0.816
C -3.92 -3.15 -0.43 -1.015
C -3.74 -1.79 -0.64 -0.272
C -2.50 -1.31 -1.06 0.098
C 0.46 -2.18 -3.43 0.658
C -0.36 -3.15 -4.02 -0.188
C -0.16 -3.53 -5.34 -0.886
C 0.86 -2.96 -6.09 -0.564
C 1.66 -1.97 -5.52 -0.923
C 1.45 -1.58 -4.21 -0.296
P 0.85 -1.16 0.88 0.125
C 2.25 -1.33 2.02 1.540
C 2.68 -2.57 2.48 -0.289
C 3.75 -2.66 3.36 -0.783
C 4.40 -1.51 3.78 -0.741
C 4.01 -0.27 3.29 -0.658
C 2.94 -0.19 2.41 -0.785
C -0.54 -2.00 1.74 0.621
C -0.47 -3.34 2.09 -0.414
C -1.41 -3.91 2.94 -1.085
C -2.46 -3.14 3.43 -0.778
C -2.58 -1.82 3.03 -0.870
C -1.63 -1.25 2.19 0.678
H 2.64 -4.71 -1.07 0.406
H 3.78 -6.72 -0.16 0.372
H 6.90 -4.48 1.28 0.375
H 5.92 -2.38 0.42 0.366
H -0.79 -4.23 -1.16 0.497
H -3.00 -5.09 -0.44 0.435
H -4.88 -3.52 -0.10 0.408
H -4.56 -1.10 -0.48 0.379
H -2.36 -0.25 -1.21 -0.703
H -1.17 -3.59 -3.46 0.300
H -0.80 -4.28 -5.78 0.450
H 1.01 -3.26 -7.11 0.414
H 2.43 -1.50 -6.11 0.410
H 2.06 -0.79 -3.80 0.466
H 2.22 -3.48 2.12 0.291
H 4.08 -3.63 3.70 0.468
H 5.23 -1.59 4.47 0.385
H 4.54 0.62 3.59 0.483
H 2.66 0.77 2.00 0.366
H 0.31 -3.97 1.68 0.513
H -1.33 -4.96 3.20 0.458
H -3.18 -3.57 4.12 0.388
H -3.41 -1.21 3.38 0.524
H -1.75 -0.23 1.87 -0.514
C -3.32 2.07 -1.47 -0.836
Si -2.81 2.88 0.17 0.741
C -3.38 4.68 0.02 -1.349
C -3.93 2.01 1.42 -1.231
C -1.04 2.83 0.77 0.680
C -0.85 2.56 2.20 -1.455
C -1.50 3.18 3.27 -0.273
C -1.18 2.81 4.56 -0.769
C -0.23 1.82 4.77 -1.387
C 0.37 1.24 3.67 -0.391
N 0.06 1.59 2.42 0.848
Si 0.22 4.19 0.34 1.153
C 1.97 3.62 0.76 -1.276
C -0.14 5.59 1.58 -1.489
C 0.37 5.22 -1.23 -1.298
H -3.95 1.20 -1.26 0.379
H -2.50 1.76 -2.09 -0.023
H -3.94 2.77 -2.04 0.547
H -4.41 4.74 -0.36 0.339
H -2.74 5.24 -0.67 0.346
H -3.36 5.20 0.98 0.323
H -4.94 2.43 1.37 0.543
H -3.60 2.09 2.46 0.332
H -4.01 0.95 1.18 0.104
H -2.22 3.96 3.08 0.577
H -1.67 3.29 5.40 0.499
H 0.05 1.50 5.76 0.508
H 1.10 0.45 3.80 0.211
H 2.14 3.64 1.84 0.257
H 2.70 4.29 0.30 0.547
H 2.19 2.61 0.41 0.213
H -0.12 5.27 2.62 0.424
H -1.13 6.02 1.39 0.291
H 0.59 6.40 1.47 0.430
H 0.94 4.72 -2.01 0.252
H 0.91 6.12 -0.93 0.492
H -0.58 5.52 -1.65 0.349
N -1.66 4.07 -3.79 -0.247
C -0.72 3.19 -3.37 0.328
O -0.61 2.83 -2.22 -0.503
C 0.21 2.69 -4.46 -1.231
I -0.94 1.06 -5.41 -0.003
H -2.41 4.26 -3.13 0.228
H -1.89 4.14 -4.76 0.274
H 1.07 2.13 -4.14 0.337
H 0.30 3.28 -5.36 0.606
C 0.19 0.20 -1.67 -0.546
H -0.57 0.59 -2.36 -0.133
H 1.17 0.55 -2.02 1.146
```


[3]
Formula: C15H18N4O2S
Source: the OMol25 dataset
Level of theory: ωB97M-V/def2-TZVPD

Summary:
E_tot: -36722.016 eV
Energy relative to the best compared isomer or geometry (same formula, charge and spin): 410.83 kcal per mole
HOMO energy: -0.3004 hartree
Net charge: 0

The geometry in XYZ format:
```
40
Properties=species:S:1:pos:R:3:nbo_charge:R:1
O 2.93 2.07 0.78 -0.671
C 3.05 1.16 -0.12 0.698
N 4.15 0.52 -0.41 -0.423
C 4.06 -0.73 -1.32 -0.219
H 3.40 -0.65 -2.31 0.214
H 4.97 -0.92 -1.59 0.173
C 3.42 -2.11 -0.45 -0.351
C 4.49 -2.55 0.25 -0.469
C 4.92 -1.55 1.35 -0.363
H 5.53 -2.19 2.22 0.214
H 4.04 -0.90 1.92 0.206
C 5.82 -0.41 0.80 -0.446
C 5.23 0.54 0.24 -0.265
H 5.91 1.37 -0.26 0.189
H 4.90 1.36 1.05 0.267
H 6.48 -0.99 0.26 0.195
H 6.62 -0.33 1.75 0.236
H 5.35 -2.99 -0.09 0.222
H 4.16 -3.32 0.80 0.220
H 3.27 -2.68 -1.27 0.207
H 2.53 -1.79 -0.19 0.215
C 1.54 0.97 -0.79 -0.705
H 1.80 1.30 -1.93 0.234
H 1.27 -0.11 -0.74 0.282
S 0.29 2.05 -0.50 0.482
C -0.86 0.71 -0.38 0.249
N -0.83 -0.74 -0.77 -0.254
N -2.02 -0.93 -0.70 -0.236
C -2.94 -0.21 -0.11 0.419
C -4.24 -0.34 0.11 -0.195
C -4.91 -1.40 -0.26 -0.188
C -6.31 -1.61 -0.07 0.006
N -6.96 -0.54 0.55 -0.397
C -6.39 0.44 0.74 0.034
C -5.05 0.70 0.54 -0.144
H -4.51 1.92 0.78 0.236
H -6.96 1.37 0.98 0.157
H -6.84 -2.48 0.15 0.212
H -4.39 -2.31 -0.58 0.228
O -2.31 1.12 0.09 -0.469
```


[4]
Formula: C5H8O2
Source: the OMol25 dataset
Level of theory: ωB97M-V/def2-TZVPD

Summary:
E_tot: -9406.405 eV
Energy relative to the best compared isomer or geometry (same formula, charge and spin): 79.02 kcal per mole
HOMO energy: -0.3464 hartree
Net charge: 0

The geometry in XYZ format:
```
15
Properties=species:S:1:pos:R:3:nbo_charge:R:1
O 1.98 -0.92 -0.39 -0.705
C 0.99 -0.36 0.40 0.101
C 0.65 1.14 -0.01 -0.506
C -0.71 0.87 -0.44 0.110
C -1.42 0.04 0.57 -0.480
C -0.39 -1.00 0.10 0.067
O -0.55 -0.71 -1.30 -0.648
H 1.56 -1.03 -1.27 0.485
H 1.31 -0.43 1.44 0.182
H 0.65 1.80 0.86 0.230
H 1.34 1.52 -0.76 0.242
H -1.17 0.97 -1.48 0.290
H -1.32 0.40 1.60 0.206
H -2.44 -0.24 0.34 0.236
H -0.49 -2.06 0.33 0.190
```


[5]
Formula: C3H7NO2
Source: the OMol25 dataset
Level of theory: ωB97M-V/def2-TZVPD

Summary:
E_tot: -8806.492 eV
Energy relative to the best compared isomer or geometry (same formula, charge and spin): 93.09 kcal per mole
HOMO energy: -0.3381 hartree
Net charge: 0

The geometry in XYZ format:
```
13
Properties=species:S:1:pos:R:3:nbo_charge:R:1
C 0.36 -0.06 0.57 -0.188
C -0.68 -0.86 -0.25 0.147
N 1.77 -0.29 0.30 -0.824
C -0.18 1.16 -0.14 0.275
O -1.91 -0.76 0.12 -0.698
O -1.36 1.57 0.19 -0.645
H -1.90 0.60 0.34 0.491
H 0.16 -0.07 1.64 0.214
H 2.08 -1.17 0.69 0.372
H 1.95 -0.32 -0.70 0.359
H -0.32 -1.73 -0.82 0.201
H -0.45 0.09 -1.25 0.083
H 0.48 1.83 -0.69 0.213
```


[6]
Formula: C9H15O5ReS4Sb
Source: the OMol25 dataset
Level of theory: ωB97M-V/def2-TZVPD

Summary:
E_tot: -71815.222 eV
Energy relative to the best compared isomer or geometry (same formula, charge and spin): 12.86 kcal per mole
HOMO energy: -0.4499 hartree
Net charge: +1

The geometry in XYZ format:
```
35
Properties=species:S:1:pos:R:3:nbo_charge:R:1
Re -0.40 -0.85 0.17 0.896
O 1.28 3.24 -0.09 -0.614
C 1.03 1.97 0.03 0.813
O -0.09 1.48 0.00 -0.611
C 2.27 1.11 0.12 -0.188
O 1.99 -0.17 0.68 -0.515
C 2.09 -0.23 2.11 -0.195
C 0.74 0.16 2.75 0.755
O 0.67 0.74 3.79 -0.480
O -0.26 -0.27 2.00 -0.671
H 0.47 3.76 -0.21 0.531
H 3.05 1.62 0.69 0.241
H 2.63 0.94 -0.89 0.257
H 2.88 0.42 2.49 0.232
H 2.30 -1.26 2.37 0.235
S -3.44 -1.14 -3.57 -0.474
Sb -2.58 0.43 -2.21 1.299
S -0.02 -0.85 -1.95 -0.010
S -2.71 -0.69 0.01 -0.238
S -2.05 2.61 -2.29 -0.526
C -0.46 -5.25 0.73 -0.603
C -0.27 -4.06 -0.22 -0.169
C -1.32 -4.13 -1.35 -0.597
C 1.17 -4.11 -0.81 -0.586
C -0.36 -2.78 0.55 -0.027
H -0.39 -6.18 0.17 0.235
H -1.44 -5.21 1.21 0.222
H 0.31 -5.26 1.50 0.214
H -1.25 -5.11 -1.83 0.236
H -1.16 -3.37 -2.11 0.219
H -2.32 -4.01 -0.95 0.227
H 1.28 -5.05 -1.35 0.243
H 1.92 -4.08 -0.01 0.216
H 1.35 -3.28 -1.49 0.211
H -0.37 -2.96 1.63 0.221
```


Number 1: orbital gap 10.728 eV, LUMO energy 1.19 eV. Number 2: orbital gap 6.733 eV, LUMO energy -0.20 eV. Number 3: orbital gap 7.535 eV, LUMO energy -0.64 eV. Number 4: orbital gap 10.349 eV, LUMO energy 0.92 eV. Number 5: orbital gap 9.933 eV, LUMO energy 0.73 eV. Number 6: orbital gap 5.895 eV, LUMO energy -6.35 eV.